(1)
DFT (ωB97M-V with the def2-TZVPD basis set) results for a molecular structure, C4H6ClCuO2.

The geometry in ORCA input format:
```
! RIJCOSX wB97M-V def2-TZVPD def2/J DEFGRID3
* xyz 1 2
Cu -7.5195 -5.6924 -1.6406
Cl -4.1062 -3.7734 -0.5934
O 3.5363 0.9608 -0.4385
C 2.4008 0.8699 0.0349
O 1.9627 -0.2837 0.5258
C 0.6281 -0.2019 0.9452
C 0.0596 0.8285 -0.0166
C 1.2180 1.7954 -0.2382
H 0.5601 0.0483 2.0040
H 0.1306 -1.1472 0.7284
H -0.8494 1.2864 0.3735
H -0.3942 0.5355 -0.9633
H 1.2782 2.5744 0.5219
H 1.0948 2.1994 -1.2431
*
```

Values from the calculation:
ΔE to the lowest compared entry with this formula, charge and spin: 1.4255 eV
Gap between HOMO and LUMO (alpha / beta): 3.2 / 2.9 eV
LUMO (alpha / beta): -0.30036 / -0.31053 Eh

=====

(2)
DFT (ωB97M-V with the def2-TZVPD basis set) results for C5H8IP in the gas phase.

The geometry in ORCA input format:
```
! RIJCOSX wB97M-V def2-TZVPD def2/J DEFGRID3
* xyz 0 1
C -0.2574 -0.0032 1.5648
C 0.3908 -0.3252 0.4901
C 0.1177 0.1882 -0.8848
C -0.9698 1.2988 -0.9690
C 1.6899 -1.1046 0.5629
P -2.1754 1.3381 0.4987
I -3.5641 -0.4829 -0.2053
H -0.0977 -0.3186 2.5967
H 1.0206 0.5929 -1.2749
H -0.3236 -0.8047 -1.3904
H -0.3401 2.3360 -0.8762
H -1.5049 1.2031 -1.9248
H 2.2641 -1.1318 -0.4644
H 1.4827 -2.1076 0.9459
H 2.2673 -0.6785 1.3307
*
```

Values from the calculation:
ΔE to the lowest compared entry with this formula, charge and spin: 2.0471 eV
Gap between HOMO and LUMO: 8.2 eV
LUMO: -0.00398 Eh

=====

(3)
DFT (ωB97M-V with the def2-TZVPD basis set) results for a molecular structure, C6H14NO3PSTl.

The geometry in ORCA input format:
```
! RIJCOSX wB97M-V def2-TZVPD def2/J DEFGRID3
* xyz 3 1
C -1.3440 1.4922 2.6650
O -2.5726 1.3681 1.8560
C -2.2528 1.0355 0.4463
C -2.1200 -0.6172 0.3938
C -1.2993 -1.1818 -0.9083
C 0.2980 -1.3896 -0.4671
N 1.2742 -0.7681 -1.4415
P 1.3354 1.0124 -1.3228
S 0.0480 1.9226 -2.5206
C 2.6580 -1.2572 -1.0210
O 3.1888 -2.2564 -1.7554
O 3.4136 -0.7527 0.1490
H -0.3963 1.8119 2.0350
H -1.0630 0.4351 3.1398
H -1.4895 2.3139 3.5035
H -3.1137 1.3516 -0.3096
H -1.2705 1.5494 0.0474
H -3.1958 -1.1164 0.3747
H -1.6007 -0.9764 1.3822
H -1.4021 -0.4831 -1.8417
H -1.7896 -2.2247 -1.2128
H 0.4704 -2.5690 -0.5313
H 0.4923 -1.1120 0.6640
H 2.6543 1.4038 -1.8386
H 1.1964 1.5281 0.0199
H 3.4786 -1.4600 0.8565
Tl 4.4017 0.9399 -2.3624
*
```

Values from the calculation:
Gap between HOMO and LUMO: 3.5 eV
LUMO: -0.62255 Eh

=====

(4)
DFT (ωB97M-V with the def2-TZVPD basis set) results for 2 unconnected molecules or ions with the total composition C9H17ClN2OSi.

The geometry in ORCA input format:
```
! RIJCOSX wB97M-V def2-TZVPD def2/J DEFGRID3
* xyz 0 1
C -0.3589 0.7527 -1.4187
C 1.7573 1.0042 2.5153
C 1.0417 2.9531 3.7703
C -0.5155 1.8901 2.1401
C -2.2974 -1.9320 -1.5436
C -0.6438 -0.6877 -3.8535
C 0.9541 -2.0570 -1.2698
C 1.5976 -0.1968 1.5415
C 0.2868 -0.9423 1.4906
N -0.0317 1.8354 -1.1859
N 0.8419 1.9622 2.7053
O 2.7982 0.8557 3.1839
Si -0.6026 -1.1114 -1.9852
Cl -0.1530 -1.8587 2.8478
H 0.5918 2.4799 4.7022
H 2.0578 3.1867 3.9698
H 0.4990 3.8117 3.6104
H -0.6195 1.6335 1.0512
H -1.1226 1.2145 2.7624
H -0.8931 2.9107 2.2878
H -2.5006 -1.8615 -0.5461
H -3.0281 -1.3611 -2.0813
H -2.1405 -2.8531 -1.8970
H -1.7056 -0.8370 -4.0146
H -0.2364 0.1788 -4.2305
H -0.1272 -1.3474 -4.5805
H 1.9655 -1.8676 -1.6667
H 1.0480 -1.7946 -0.2664
H 1.0166 -3.1216 -1.3779
H 2.3430 -0.7165 2.0183
H 1.7003 0.1434 0.4914
*
```

Values from the calculation:
ΔE to the lowest compared entry with this formula, charge and spin: 2.5670 eV
Gap between HOMO and LUMO (alpha / beta): 7.8 / 7.8 eV
LUMO (alpha / beta): -0.02874 / -0.02876 Eh

=====

(5)
DFT (ωB97M-V with the def2-TZVPD basis set) results for a molecular structure, C31H24IrN2O8PS3.

The geometry in ORCA input format:
```
! RIJCOSX wB97M-V def2-TZVPD def2/J DEFGRID3
* xyz 1 6
Ir 0.5446 -0.5529 -0.7423
O 3.9668 -0.1328 1.1035
C 3.2551 0.3202 0.2411
O 2.5090 -0.3682 -0.5806
C 3.2876 1.8105 -0.0659
C 4.5046 2.4602 0.1055
C 4.6371 3.7957 -0.2336
C 3.5488 4.4939 -0.7373
C 2.3287 3.8601 -0.8871
C 2.1880 2.5105 -0.5595
P 0.5249 1.7930 -0.7309
C -0.4520 2.5511 0.5821
C 0.1687 3.0879 1.7076
C -0.5969 3.7029 2.6847
C -1.9762 3.7645 2.5538
C -2.5984 3.1916 1.4526
C -1.8417 2.5803 0.4680
C -0.1061 2.4320 -2.3017
C -0.8221 3.6215 -2.4069
C -1.2256 4.0701 -3.6547
C -0.9238 3.3388 -4.7936
C -0.2162 2.1494 -4.6911
C 0.1924 1.6965 -3.4487
H 5.3380 1.8983 0.5028
H 5.5878 4.2942 -0.1029
H 3.6456 5.5378 -1.0024
H 1.4755 4.4140 -1.2560
H 1.2437 3.0302 1.8142
H -0.1143 4.1378 3.5492
H -2.5684 4.2588 3.3121
H -3.6757 3.2283 1.3618
H -2.3227 2.1267 -0.3892
H -1.0702 4.1942 -1.5230
H -1.7784 4.9959 -3.7385
H -1.2465 3.6930 -5.7631
H 0.0125 1.5777 -5.5798
H 0.7372 0.7639 -3.3465
O -1.2719 -2.6657 0.5429
S -2.5448 -1.9325 0.4354
O -2.1780 -0.3746 0.0462
O -1.3813 -0.4809 -1.1708
C -2.8880 -1.5553 2.1646
C -4.1870 -1.6455 2.6398
C -4.3997 -1.6084 4.0104
C -3.3315 -1.4579 4.8821
C -2.0312 -1.3358 4.4056
C -1.8191 -1.3891 3.0426
S -0.0790 -1.4570 2.3879
O 0.7499 -1.5337 3.5791
O 1.9434 -2.7478 0.6492
O 0.0533 -0.1914 1.6223
H -5.0103 -1.7675 1.9487
H -5.3990 -1.7299 4.4045
H -3.5039 -1.4479 5.9495
H -1.1889 -1.2171 5.0728
N 0.7327 -7.6012 -0.5263
C 0.4518 -6.7792 -1.5714
S -0.3179 -7.5109 -2.9304
C 0.7161 -5.3984 -1.5464
C 0.3217 -4.5419 -2.6090
C 0.4800 -3.1972 -2.4995
N 1.0163 -2.5843 -1.4172
C 1.4482 -3.3935 -0.4185
C 1.3459 -4.7617 -0.4491
H 0.5798 -8.5900 -0.6154
H 1.2900 -7.2831 0.2449
H -0.1023 -4.9639 -3.5102
H 0.1697 -2.5353 -3.2963
H 2.4544 -3.3236 1.2338
H 1.7189 -5.3253 0.3949
*
```

Values from the calculation:
Gap between HOMO and LUMO (alpha / beta): 6.8 / 6.2 eV
LUMO (alpha / beta): -0.09251 / -0.19650 Eh

=====

(6)
DFT (ωB97M-V with the def2-TZVPD basis set) results for C4H6N2O in the gas phase.

The geometry in ORCA input format:
```
! RIJCOSX wB97M-V def2-TZVPD def2/J DEFGRID3
* xyz 0 1
C -0.2359 -1.0672 -0.5974
C -0.6711 1.2767 0.9720
C 1.5364 0.6782 0.1491
C 1.0567 -0.3536 -0.6474
H -0.5607 -1.7530 -1.3500
H 0.0203 -1.7006 0.2939
H -2.4634 -0.8283 -0.5985
H -0.7214 1.9997 1.8443
H 2.5877 0.8951 0.1897
H 1.8387 -0.7353 -1.3541
N -1.5402 -0.3087 -0.4106
N -1.6075 0.5471 0.4882
O 0.7607 1.3497 1.0209
*
```

Values from the calculation:
SMILES: C1=COC=NNC1
ΔE to the lowest compared entry with this formula, charge and spin: 4.3746 eV
Gap between HOMO and LUMO: 9.0 eV
LUMO: 0.02971 Eh

=====

In the order shown, the computed max |F| values come out to 4.87; 3.77; 9.43; 5.05; 2.00; 6.57 eV/Å.